# 1
{
  "formula": "C10H11ISi",
  "method": "ωB97M-V/def2-TZVPD",
  "symbols": ["C", "C", "Si", "I", "C", "C", "C", "C", "C", "C", "C", "C", "H", "H", "H", "H", "H", "H", "H", "H", "H", "H", "H"],
  "coordinates": [[-1.315182, 2.437100, 1.611493], [-0.661174, 1.364989, 1.276467], [-1.127889, 0.036797, -0.088098], [-3.418692, -0.825706, 0.378356], [-1.296972, 1.591464, -1.775333], [-1.951779, 2.741265, -1.756573], [0.246643, -1.196327, -0.053542], [0.409166, -2.155627, 0.957261], [1.531277, -2.877102, 1.040342], [2.540845, -2.627260, 0.169556], [2.540809, -1.567995, -0.718192], [1.306001, -0.897323, -0.946501], [-0.955605, 2.941352, 2.511027], [-2.105875, 2.868087, 1.006264], [0.153486, 0.886977, 1.912349], [-0.801045, 1.257392, -2.786211], [-1.900872, 3.431013, -2.570609], [-2.476296, 3.037673, -0.881672], [-0.391262, -2.406117, 1.615127], [1.587346, -3.603642, 1.726767], [3.490553, -3.082444, 0.300719], [3.351340, -1.298750, -1.336567], [1.245187, -0.055808, -1.592419]],
  "atomic_forces_ev_per_a": [[0.207, 1.321, 0.791], [0.898, -4.247, -0.502], [-0.841, 4.230, -0.772], [0.631, 0.056, -0.148], [1.196, -3.452, -0.899], [0.582, -0.824, 0.510], [0.335, 0.559, -1.035], [-1.936, 1.122, -1.031], [0.227, 1.066, -1.699], [2.223, 1.209, -0.520], [-2.932, 0.177, -0.633], [0.769, -1.198, 2.472], [-0.472, 0.370, -0.261], [0.004, -0.090, 0.395], [-0.900, 1.184, -0.451], [-0.768, 0.733, 1.994], [-0.128, 0.271, -0.519], [-0.470, 0.418, 0.429], [-0.643, 0.183, 0.424], [0.457, -2.630, 2.453], [0.608, -0.847, 0.095], [1.055, -0.009, -0.377], [-0.101, 0.397, -0.717]],
  "nbo_charge": [-0.354, -0.638, 1.319, -0.204, -0.469, -0.426, -0.548, -0.169, -0.208, -0.188, -0.196, -0.177, 0.199, 0.196, 0.211, 0.193, 0.202, 0.184, 0.218, 0.211, 0.210, 0.215, 0.219],
  "homo_lumo_gap_ev": 9.34,
  "smiles": "C=C[Si](I)(C=C)c1ccccc1",
  "lumo_energy_ev": 0.3,
  "e_tot_ha": -974.759960,
  "e_above_lowest_kcal_mol": 0.00,
  "charge": 0,
  "largest_force_ev_per_a": 4.4,
  "e_homo_ev": -9.0
}

***

# 2
{
  "formula": "C10H11N",
  "method": "ωB97M-V/def2-TZVPD",
  "symbols": ["C", "C", "C", "C", "C", "C", "C", "N", "C", "C", "C", "H", "H", "H", "H", "H", "H", "H", "H", "H", "H", "H"],
  "coordinates": [[0.349651, -2.859099, -0.100438], [-0.015672, -1.574106, 0.034481], [1.254344, -0.210746, -0.017354], [2.711502, -0.497754, -0.047927], [0.553660, 0.941487, -0.053303], [0.941334, 2.419395, 0.016236], [-0.856569, 0.608200, -0.082633], [-2.022528, 1.284921, 0.048011], [-3.038430, 0.470740, 0.099899], [-2.585196, -0.823398, 0.163998], [-1.187080, -0.752533, 0.209977], [1.391605, -3.125984, -0.253815], [-0.435828, -3.643187, -0.045433], [3.139058, -0.430657, 0.857217], [3.160060, -0.090205, -0.894201], [2.818174, -1.574263, -0.221045], [0.019250, 2.993834, 0.086214], [1.625452, 2.586114, -0.898159], [1.690294, 2.648377, 0.946319], [-2.131690, 2.309113, 0.094405], [-4.103344, 0.940727, -0.034034], [-3.278050, -1.620983, 0.091590]],
  "atomic_forces_ev_per_a": [[-1.310, 0.810, 0.310], [3.542, 2.067, 0.049], [-2.419, -1.816, -0.165], [-2.926, -2.475, -1.924], [0.121, -0.108, 0.499], [3.433, -1.061, 0.492], [-0.616, -2.033, 2.640], [2.426, 4.058, -0.857], [-4.859, -0.537, -0.112], [-0.934, 0.294, 0.182], [0.590, 1.007, -2.393], [-0.242, -0.075, 0.029], [0.803, 0.442, -0.103], [1.969, 1.198, 3.132], [1.227, 1.325, -0.985], [-0.137, -0.147, -0.193], [0.525, 0.467, -0.253], [-1.448, 0.491, 1.221], [-2.091, -0.538, -2.041], [0.253, -1.066, -0.292], [2.191, -1.387, 0.514], [-0.096, -0.916, 0.248]],
  "nbo_charge": [-0.431, 0.054, 0.073, -0.669, -0.095, -0.638, 0.131, -0.493, -0.061, -0.276, -0.177, 0.206, 0.210, 0.224, 0.223, 0.215, 0.207, 0.233, 0.228, 0.410, 0.207, 0.221],
  "homo_lumo_gap_ev": 7.89,
  "smiles": "C=C1C(C)=C(C)c2[nH]ccc21",
  "lumo_energy_ev": 0.7,
  "e_tot_ha": -442.274056,
  "e_above_lowest_kcal_mol": 71.47,
  "charge": 0,
  "largest_force_ev_per_a": 4.9,
  "e_homo_ev": -7.2
}

***

What is the charge in the second record? 0

***

Number 1 is which compound? C10H11ISi